[1]
Here is 2 unconnected molecules or ions with the total composition C3H11N2O from the Open Molecules 2025 dataset. Energies are from ωB97M-V/def2-TZVPD.

Summary:
LUMO level	-3.1	eV
total charge	+1
total energy	-305.38696	Ha
frontier orbital gap	0.423	hartree

Geometry as XYZ:
```
17
Properties=species:S:1:pos:R:3:forces:R:3
C 2.55607 0.46142 0.53377 0.2 0.1 -0.5
N 1.73244 0.24434 1.46259 0.0 -0.1 0.3
H 2.18758 0.58445 -0.48454 0.0 0.0 0.0
H 3.63223 0.54999 0.66133 0.0 -0.1 0.1
H 2.20580 0.12790 2.35911 -0.2 0.0 0.0
C -0.83022 -0.96144 -0.99374 0.2 0.2 0.2
O -1.51972 -1.21968 -2.18333 -0.1 0.1 -0.1
C -1.30170 0.40060 -0.48954 0.0 0.1 0.2
N -1.00029 0.54636 0.97867 -0.3 -0.4 0.0
H 0.25621 -0.93902 -1.12023 0.0 -0.1 -0.1
H -1.04283 -1.73987 -0.25015 -0.1 0.0 0.0
H -0.92021 -1.46130 -2.89392 0.0 -0.1 0.0
H -0.80386 1.21740 -1.00563 0.0 0.0 0.0
H -2.37622 0.50822 -0.62338 0.0 -0.1 0.0
H 0.02624 0.38226 1.19349 0.3 0.1 0.0
H -1.52535 -0.15432 1.50427 0.0 0.0 0.0
H -1.27617 1.45267 1.35121 0.0 0.1 -0.1
```
Positions in Å, forces in eV/Å.

=====

[2]
Here is 2 unconnected molecules or ions with the total composition C3H11N2O in a non-equilibrium geometry from the Open Molecules 2025 dataset. Energies are from ωB97M-V/def2-TZVPD.

Summary:
LUMO level	-4.5	eV
total charge	+1
total energy	-305.35096	Ha
frontier orbital gap	0.371	hartree

Geometry as XYZ:
```
17
Properties=species:S:1:pos:R:3:forces:R:3
C -1.24018 -1.51284 0.82702 -2.1 1.0 2.0
C 0.09742 -1.75731 0.27831 0.5 -1.5 -1.5
N 1.08007 1.41103 -1.23793 0.6 1.7 -0.6
C 1.18680 0.39085 -0.34406 -0.5 1.8 0.7
N 0.47846 -0.64960 -0.59444 0.5 -2.0 -2.3
H -2.06472 -1.53336 0.06810 0.8 -0.1 0.6
H -1.19104 -0.49165 1.24807 -0.7 -0.6 -0.1
H -1.51691 -2.20233 1.69059 0.5 0.6 -1.3
H -0.01984 -2.69369 -0.31758 1.1 0.6 0.3
H 0.88991 -1.76803 0.97676 0.6 -0.8 1.2
H 1.29063 1.12428 -2.20181 -0.8 0.9 0.4
H 0.58849 2.34663 -0.96929 1.7 -2.5 -0.7
H 1.87118 0.57592 0.55085 -1.8 -0.7 -0.6
H 0.27548 -0.85054 -1.62008 -0.5 1.2 1.7
H -1.65242 2.47519 0.58565 1.1 -2.1 0.5
H -0.73831 1.91286 1.76750 -1.3 -1.0 -3.1
O -1.11330 1.63131 0.81002 0.2 3.5 2.8
```
Positions in Å, forces in eV/Å.

=====

[3]
Here is 2 unconnected molecules or ions with the total composition C3H11N2O in a non-equilibrium geometry from the Open Molecules 2025 dataset. Energies are from ωB97M-V/def2-TZVPD.

Summary:
LUMO level	-3.5	eV
total charge	+1
total energy	-305.40673	Ha
frontier orbital gap	0.398	hartree

Geometry as XYZ:
```
17
Properties=species:S:1:pos:R:3:forces:R:3
C -2.03872 0.76036 0.21143 0.2 -0.1 -0.9
N -0.64228 1.20214 0.47308 0.1 2.2 1.6
H -1.95723 -0.32679 0.06668 -0.5 0.4 -0.2
H -2.70374 1.00491 1.05163 0.3 0.0 -0.4
H -2.29150 1.32106 -0.71609 -0.4 -0.8 0.7
H 0.02498 0.93942 -0.32886 -0.5 0.2 0.4
H -0.30411 0.86156 1.37740 0.1 -0.4 -0.4
H -0.65528 2.23291 0.67462 0.2 -0.9 -0.8
C 1.42701 -1.13042 0.73440 -0.8 -0.6 -0.1
C 0.79223 -1.19414 -0.63943 0.1 -1.2 0.9
N 0.95217 -0.00960 -1.42486 1.0 -1.0 -0.4
O 0.17689 -2.17747 -1.00068 0.4 1.7 -0.2
H 2.37256 -0.59515 0.68304 0.0 -0.1 0.5
H 1.45778 -2.16176 1.08859 0.8 0.0 -0.2
H 0.72414 -0.72861 1.47438 0.3 0.4 -0.2
H 1.93595 0.37361 -1.36681 -1.5 -0.6 -0.3
H 0.72916 -0.37204 -2.35851 0.1 1.0 -0.1
```
Positions in Å, forces in eV/Å.

=====

[4]
Here is 2 unconnected molecules or ions with the total composition C3H11N2O in a non-equilibrium geometry from the Open Molecules 2025 dataset. Energies are from ωB97M-V/def2-TZVPD.

Summary:
2S+1	2
LUMO level (alpha / beta)	-9.3 / -13.8	eV
total charge	+2
total energy	-304.90421	Ha
frontier orbital gap (alpha / beta)	0.468 / 0.305	hartree

Geometry as XYZ:
```
17
Properties=species:S:1:pos:R:3:forces:R:3
C -1.16919 -0.84123 1.73122 0.0 -0.1 -0.3
N 0.08018 -0.39769 1.01215 -0.3 0.4 -0.7
C 0.47175 1.02910 1.28267 0.2 -0.2 0.2
H -1.45604 -1.80694 1.32424 0.0 -0.1 0.2
H -0.95425 -0.90333 2.79351 0.0 0.0 0.0
H -1.95273 -0.11796 1.52131 0.0 0.1 0.1
H -0.09253 -0.43774 -0.00481 -0.1 -0.3 0.7
H 0.84429 -1.04962 1.20096 0.0 0.1 0.2
H -0.32792 1.67771 0.93263 -0.1 0.0 0.1
H 1.39507 1.24190 0.74728 0.1 0.0 0.1
H 0.62498 1.15601 2.35067 0.0 0.1 0.0
C 0.81863 -0.40108 -2.58070 -1.0 0.4 -0.7
N -0.10645 0.46343 -2.19826 0.7 0.6 -0.4
O 2.02407 -0.30151 -2.29405 0.3 -0.3 0.2
H 0.48799 -1.24163 -3.21892 0.4 -0.2 0.0
H 0.21978 1.33629 -1.78257 0.0 0.0 0.0
H -0.90761 0.59430 -2.81732 -0.2 -0.4 0.2
```
Positions in Å, forces in eV/Å.

=====

[5]
Here is 2 unconnected molecules or ions with the total composition C3H11N2O2 in a non-equilibrium geometry from the Open Molecules 2025 dataset. Energies are from ωB97M-V/def2-TZVPD.

Summary:
2S+1	2
LUMO level (alpha / beta)	0.8 / -2.2	eV
total energy	-380.77109	Ha
frontier orbital gap (alpha / beta)	0.362 / 0.250	hartree

Geometry as XYZ:
```
18
Properties=species:S:1:pos:R:3:forces:R:3
C -0.12407 0.92531 -0.59890 -1.2 1.4 -1.3
N 0.00811 -0.53592 -0.47237 0.9 -0.4 3.2
C -1.28426 -1.35543 -0.48461 3.7 0.1 0.5
O -2.20889 -0.93162 0.31068 -1.9 0.5 0.7
C 0.47222 1.73490 0.57755 0.2 -0.8 0.1
N -0.32841 1.64656 1.80095 0.9 0.2 -0.4
H 0.35298 1.35183 -1.53360 -0.5 -0.9 0.7
H -1.23412 1.15174 -0.67203 1.1 0.2 0.1
H 0.38269 -0.53160 0.55949 -0.8 -1.1 -2.4
H -1.49126 -1.53080 -1.53011 -0.8 -0.1 -0.5
H -1.05138 -2.40443 -0.04131 0.0 1.0 -0.6
H 1.50043 1.40145 0.81465 -0.2 -0.4 -0.3
H 0.67261 2.74518 0.23825 -0.6 0.4 0.1
H -0.67048 2.53919 2.12932 -0.4 -0.5 -0.1
H -0.97013 0.87205 1.74467 -0.5 0.4 0.3
H 1.42389 -2.87900 -0.81721 0.1 0.0 0.0
H 2.21862 -1.62307 -1.10497 -0.1 -0.7 0.2
O 2.33145 -2.57634 -0.92047 0.0 0.6 -0.1
```
Positions in Å, forces in eV/Å.

=====

[6]
Here is 2 unconnected molecules or ions with the total composition C3H11N2O2 in a non-equilibrium geometry from the Open Molecules 2025 dataset. Energies are from ωB97M-V/def2-TZVPD.

Summary:
LUMO level	-3.3	eV
total charge	+1
total energy	-380.65315	Ha
frontier orbital gap	0.388	hartree

Geometry as XYZ:
```
18
Properties=species:S:1:pos:R:3:forces:R:3
N 0.66179 -0.18375 -1.74534 -0.2 -1.3 0.6
C 0.69297 0.53013 -0.42918 2.0 1.6 -0.8
C -0.65744 0.51999 0.18609 -2.7 -0.6 1.5
N -0.82362 1.09337 1.40481 2.4 -0.3 1.4
C 0.27444 1.03924 2.44207 -1.2 -0.3 -0.1
O -1.59887 0.04368 -0.43198 0.4 0.2 -0.6
H -0.29668 -0.32006 -2.12048 0.1 0.7 0.3
H 0.86350 -1.17384 -1.56256 0.0 0.0 -0.1
H 1.32979 0.07149 -2.46155 0.1 0.8 -0.1
H 1.56768 0.17046 0.13792 -0.7 -0.2 -0.1
H 0.94911 1.59953 -0.58779 -0.2 -0.5 -0.2
H -1.69153 1.21511 1.89838 -0.7 -0.4 -1.1
H 0.52676 2.05054 2.71173 0.6 0.3 0.0
H 1.09351 0.47183 2.00325 0.1 0.3 0.6
H -0.09298 0.54125 3.38885 0.3 0.3 -1.3
H -1.40605 -2.66063 -2.21627 0.3 0.0 -0.2
H -0.82797 -2.53516 -0.84382 0.1 -0.1 -0.1
O -0.56441 -2.47320 -1.77412 -0.6 -0.4 0.3
```
Positions in Å, forces in eV/Å.

=====

[7]
Here is 2 unconnected molecules or ions with the total composition C3H11N2O2 in a non-equilibrium geometry from the Open Molecules 2025 dataset. Energies are from ωB97M-V/def2-TZVPD.

Summary:
2S+1	2
LUMO level (alpha / beta)	-9.0 / -13.8	eV
total charge	+2
total energy	-380.15039	Ha
frontier orbital gap (alpha / beta)	0.352 / 0.177	hartree

Geometry as XYZ:
```
18
Properties=species:S:1:pos:R:3:forces:R:3
O -1.72302 -0.92694 1.15452 0.0 0.2 0.2
C -1.67509 0.34541 1.05958 -1.0 0.3 0.2
N -2.54530 1.12156 1.63301 -0.3 -0.4 -0.3
C -0.56089 0.89848 0.21036 0.7 -1.9 -1.0
N 0.45967 -0.25416 -0.13826 -0.3 2.3 0.9
C 1.80462 0.04006 0.47342 0.9 -0.4 0.4
H -3.33365 0.72669 2.14573 0.1 -0.1 0.1
H -2.66464 2.09274 1.35456 0.3 0.1 0.1
H -0.95665 1.24386 -0.76429 0.0 0.1 0.6
H -0.06241 1.66391 0.79419 0.2 0.2 -0.1
H 0.52644 -0.28042 -1.16288 0.1 -0.8 -0.1
H 0.18862 -1.15286 0.26181 -0.2 -0.2 -0.7
H 2.56964 -0.47961 -0.11171 -0.1 0.4 -0.1
H 1.84962 -0.40248 1.46293 -0.3 -0.2 0.2
H 1.99554 1.10616 0.62696 -0.1 -0.2 -0.7
H 2.05931 -1.56362 -2.85178 0.2 -0.1 -0.1
H 0.90651 -2.32136 -3.48314 -0.1 0.2 0.4
O 1.16170 -1.85743 -2.66502 -0.1 0.3 0.0
```
Positions in Å, forces in eV/Å.

=====

[8]
Here is 2 unconnected molecules or ions with the total composition C3H11N2S in a non-equilibrium geometry from the Open Molecules 2025 dataset. Energies are from ωB97M-V/def2-TZVPD.

Summary:
2S+1	2
LUMO level (alpha / beta)	0.9 / -2.2	eV
total energy	-628.51482	Ha
frontier orbital gap (alpha / beta)	0.350 / 0.235	hartree

Geometry as XYZ:
```
17
Properties=species:S:1:pos:R:3:forces:R:3
C -0.27805 1.18331 1.93443 -0.3 -0.4 1.2
N -1.58310 0.52556 1.76304 -0.6 0.0 0.8
C -1.52443 -0.89179 1.43166 0.3 -0.8 -0.5
N -1.43274 -1.13546 0.01032 -1.0 0.1 -0.4
H -0.37375 2.26823 2.18556 -0.1 -0.9 -0.2
H 0.32213 0.65846 2.74282 -0.3 0.7 -0.8
H 0.26386 1.10478 1.00260 0.2 0.1 -0.1
H -2.21038 0.62019 2.56937 0.7 0.3 -0.3
H -2.42885 -1.44434 1.74679 0.2 0.7 0.3
H -0.66607 -1.44496 1.86120 -0.1 0.4 0.3
H -2.20031 -0.60387 -0.42450 0.6 -0.3 0.0
H -0.56655 -0.80878 -0.38916 -0.2 0.0 0.0
C 2.22765 -0.17987 -2.63397 -0.4 -1.7 0.7
S 1.19676 0.25691 -1.20004 1.0 0.0 -1.0
H 3.27093 0.02203 -2.50275 0.5 0.2 0.4
H 2.10272 -1.25934 -2.92627 0.0 1.0 0.5
H 1.89799 0.37638 -3.47125 -0.6 0.8 -0.9
```
Positions in Å, forces in eV/Å.

=====

[9]
Here is a molecular structure, C3H11N2S in a non-equilibrium geometry from the Open Molecules 2025 dataset. Energies are from ωB97M-V/def2-TZVPD.

Summary:
LUMO level	-4.3	eV
total charge	+1
total energy	-628.31834	Ha
frontier orbital gap	0.364	hartree

Geometry as XYZ:
```
17
Properties=species:S:1:pos:R:3:forces:R:3
C -0.49068 0.46564 2.01083 0.0 0.1 -0.2
C -0.33706 0.79214 0.51774 -0.2 0.1 0.2
C 0.00366 -0.48472 -0.20520 0.0 -0.6 0.2
N -0.83740 -1.47325 -0.37212 0.1 0.3 0.0
N 0.81058 1.64019 0.27611 -0.2 0.6 0.2
S 1.64229 -0.48523 -0.62599 0.4 -0.6 -0.3
H -0.58275 1.39021 2.57310 -0.1 0.1 0.0
H -1.37666 -0.13240 2.19629 -0.1 -0.1 0.0
H 0.38182 -0.07092 2.37253 0.1 -0.1 0.1
H -1.28137 1.20822 0.13963 0.2 -0.1 0.0
H 0.26491 -0.88226 -2.78179 -0.6 -0.1 -1.4
H -0.56995 -2.34368 -0.81454 0.0 0.1 0.0
H -1.79960 -1.39866 -0.06581 0.1 0.1 0.0
H -0.08193 -0.96022 -3.47788 0.5 0.1 1.1
H 1.15455 2.11185 1.10133 -0.1 0.0 0.0
H 0.67507 2.31406 -0.46534 0.0 0.0 0.0
H 1.66032 -1.76459 -1.09008 -0.1 0.1 0.1
```
Positions in Å, forces in eV/Å.

=====

[10]
Here is 2 unconnected molecules or ions with the total composition C3H11N2S in a non-equilibrium geometry from the Open Molecules 2025 dataset. Energies are from ωB97M-V/def2-TZVPD.

Summary:
LUMO level	-4.6	eV
total charge	+1
total energy	-628.31219	Ha
frontier orbital gap	0.290	hartree

Geometry as XYZ:
```
17
Properties=species:S:1:pos:R:3:forces:R:3
C -1.41915 -1.55186 1.06149 -0.7 2.0 0.0
C -1.71666 -0.72307 -0.26059 -1.1 -0.5 0.5
S -2.10256 1.10339 -0.14477 -1.6 -1.5 0.8
H -1.15808 -2.60152 0.93303 -0.2 0.1 -0.6
H -2.37273 -1.51182 1.71527 2.0 0.2 -0.6
H -0.48693 -1.06053 1.49131 -1.5 -0.6 0.3
H -0.86075 -0.59247 -0.86971 1.0 -0.9 -0.9
H -2.56172 -1.15814 -0.85429 1.0 0.3 0.4
H -3.43393 0.79921 0.13444 1.1 0.9 -0.1
N 1.83648 1.88368 -0.83283 1.3 2.7 -3.4
C 2.42154 0.76188 -0.65798 -0.9 -0.8 2.0
N 1.90305 -0.12862 0.18243 0.2 -0.1 -1.3
H 0.87371 2.13423 -0.64583 0.0 -0.1 0.6
H 2.37920 2.52793 -1.48602 -1.5 -0.9 1.0
H 3.32555 0.57425 -1.18366 1.0 -0.1 0.1
H 2.40613 -0.43683 0.96296 1.6 -1.2 0.7
H 0.96687 -0.01971 0.45474 -1.6 0.6 0.3
```
Positions in Å, forces in eV/Å.

=====

> total energy of number 4 (C3H11N2O)?

-304.90421 Ha

=====

> total energy of number 7 (C3H11N2O2)?

-380.15039 Ha

=====

> Look up the total energy of the third one.

-305.40673 Ha

=====

What did the first record say?
Here is 2 unconnected molecules or ions with the total composition C3H11N2O from the Open Molecules 2025 dataset. Energies are from ωB97M-V/def2-TZVPD.

Summary:
LUMO level	-3.1	eV
total charge	+1
total energy	-305.38696	Ha
frontier orbital gap	0.423	hartree

Geometry as XYZ:
```
17
Properties=species:S:1:pos:R:3:forces:R:3
C 2.55607 0.46142 0.53377 0.2 0.1 -0.5
N 1.73244 0.24434 1.46259 0.0 -0.1 0.3
H 2.18758 0.58445 -0.48454 0.0 0.0 0.0
H 3.63223 0.54999 0.66133 0.0 -0.1 0.1
H 2.20580 0.12790 2.35911 -0.2 0.0 0.0
C -0.83022 -0.96144 -0.99374 0.2 0.2 0.2
O -1.51972 -1.21968 -2.18333 -0.1 0.1 -0.1
C -1.30170 0.40060 -0.48954 0.0 0.1 0.2
N -1.00029 0.54636 0.97867 -0.3 -0.4 0.0
H 0.25621 -0.93902 -1.12023 0.0 -0.1 -0.1
H -1.04283 -1.73987 -0.25015 -0.1 0.0 0.0
H -0.92021 -1.46130 -2.89392 0.0 -0.1 0.0
H -0.80386 1.21740 -1.00563 0.0 0.0 0.0
H -2.37622 0.50822 -0.62338 0.0 -0.1 0.0
H 0.02624 0.38226 1.19349 0.3 0.1 0.0
H -1.52535 -0.15432 1.50427 0.0 0.0 0.0
H -1.27617 1.45267 1.35121 0.0 0.1 -0.1
```
Positions in Å, forces in eV/Å.